--- A ---
14
Properties=species:S:1:pos:R:3 method="wB97M-V/def2-TZVPD" lumo_energy_ha=-0.103 smiles=NN1C[N+]12CC2 e_homo_ev=-14.83 total_charge=+1
C -1.10893 0.73527 -0.52814
C -1.52393 0.13998 0.80405
C 0.45016 -1.32587 -0.17075
N 1.09075 -0.17524 0.52015
N 1.71688 0.85672 -0.11770
N -0.34786 -0.25413 0.20833
H -1.73535 0.27667 -1.25384
H -0.50065 1.70093 -0.70860
H -1.36347 0.38955 1.79161
H -2.38821 -0.45043 0.57177
H 0.60205 -1.43761 -1.29582
H 0.47941 -2.30097 0.52816
H 2.29159 0.55534 -0.91878
H 2.33756 1.28978 0.56956



--- B ---
14
Properties=species:S:1:pos:R:3 method="wB97M-V/def2-TZVPD" lumo_energy_ha="-0.216 / -0.215" e_homo_ev="-15.03 / -15.03" total_charge=+1
C 1.03601 0.05483 -0.54927
C 0.31887 -0.34844 0.64626
C 0.76212 -0.91137 1.86357
N 0.06833 -0.96968 -0.70369
N -0.92803 -0.55181 0.06829
N -2.15341 0.82427 -1.06023
H 0.79694 1.11559 -0.83300
H 2.12796 -0.18739 -0.63227
H 0.31953 -0.61705 2.82972
H 1.76607 -0.46063 1.91137
H 0.80269 -2.03069 1.90823
H -2.79785 1.00333 -0.37001
H -2.32916 0.02826 -1.62609
H -1.66969 1.71227 -1.38137



Tell me which of them is the most stable. Sure, it is A.



--- A ---
23
Properties=species:S:1:pos:R:3 method="wB97M-V/def2-TZVPD" lumo_energy_ha=0.029 smiles="CC[C@](C)(O)[C@H](C)C=O" e_homo_ev=-9.44
C -0.02998 -0.40409 0.13069
C 1.16197 0.48811 0.56821
C -1.36183 0.34456 0.35957
C 0.11720 -0.82363 -1.33660
C 1.21513 1.87347 -0.06493
C -2.60287 -0.53578 0.23355
C 2.45661 -0.25637 0.35078
O 0.04793 -1.54227 0.97519
O 3.44922 0.20070 -0.14303
H -0.60711 -2.18400 0.67965
H 1.07511 0.58484 1.65874
H 2.42118 -1.29672 0.72125
H -1.43077 1.16038 -0.35940
H -1.34359 0.77249 1.36393
H 1.08592 -1.29232 -1.49532
H -0.65704 -1.53867 -1.60834
H 0.03398 0.03663 -1.99382
H 2.14611 2.35401 0.22634
H 1.20522 1.80451 -1.14942
H 0.38633 2.49409 0.26217
H -3.49246 0.06927 0.39148
H -2.60094 -1.32428 0.98358
H -2.67532 -0.98495 -0.75424



--- B ---
23
Properties=species:S:1:pos:R:3 method="wB97M-V/def2-TZVPD" lumo_energy_ha="0.029 / 0.029" e_homo_ev="-7.04 / -7.03"
C -1.35046 -0.17744 0.09006
C 1.09689 -0.30450 0.89226
C 0.06479 -0.41347 -0.18799
C 2.52908 0.28517 -0.60201
C 0.27540 0.66142 -1.17446
C -2.37320 -1.21447 -0.26096
C -1.85494 0.93229 0.96261
O 1.12436 0.73997 1.78254
O 2.86737 -0.88634 -1.28182
H 1.04529 1.57054 1.29362
H 2.87376 -1.61386 -0.65069
H 1.33832 -1.21654 1.44380
H 0.22169 -1.38219 -0.66577
H 2.61602 1.10670 -1.30858
H 3.18781 0.53088 0.23698
H 0.12009 0.45709 -2.22746
H 0.22638 1.70730 -0.88908
H -3.26098 -0.75929 -0.71291
H -2.72712 -1.73990 0.63720
H -1.98312 -1.96194 -0.95274
H -1.11807 1.71041 1.14322
H -2.20161 0.54194 1.92891
H -2.71774 1.42623 0.50326



--- C ---
23
Properties=species:S:1:pos:R:3 method="wB97M-V/def2-TZVPD" lumo_energy_ha=0.015 smiles="C=C(C)[C@@H](C)O.CC=O" e_homo_ev=-7.71
C 2.27157 -0.80226 -0.39932
C -0.74471 1.02209 -0.24651
C 2.97008 0.43287 0.02264
C -2.23984 1.28409 -0.43276
C -0.95576 -1.53056 -0.86898
C -0.52340 -0.59755 0.23133
C -0.78350 -0.82820 1.54228
O 1.49835 -1.43096 0.35027
O -0.22039 1.87661 0.73743
H -0.53998 1.54530 1.59464
H 2.74462 -1.36491 -1.21706
H -0.21143 1.26021 -1.17068
H 3.73888 0.20840 0.76370
H 3.44988 0.89780 -0.83698
H 2.24933 1.06467 0.55024
H -2.79103 0.98964 0.46142
H -2.64370 0.73382 -1.28037
H -2.43160 2.34396 -0.60090
H -0.61645 -2.53715 -0.62913
H -2.03688 -1.53233 -0.99498
H -0.52262 -1.23117 -1.82514
H -1.43134 -0.22898 2.16258
H -0.23009 -1.57538 2.08632



--- D ---
23
Properties=species:S:1:pos:R:3 method="wB97M-V/def2-TZVPD" lumo_energy_ha=0.031 smiles=CC1(C)O[C@@H](O)C1(C)C e_homo_ev=-9.62
C -0.57577 2.03246 -0.24609
C -0.60569 0.63088 1.84328
C -0.64525 -1.77650 0.10308
C -0.28016 -0.38401 -1.94323
C -0.08276 0.75875 0.42019
C 0.01849 -0.51607 -0.44712
H -1.35432 -0.26749 -2.12164
H -1.62487 1.92411 -0.54281
H -0.50462 2.88795 0.43196
H 0.00572 2.27220 -1.14064
H -0.45561 1.55775 2.40495
H -0.08243 -0.16306 2.38259
H -1.67923 0.41195 1.83725
H -1.73571 -1.67539 0.10519
H -0.38729 -2.64647 -0.50885
H -0.33302 -2.00262 1.12596
H 0.23541 0.46464 -2.40165
H 0.05507 -1.27835 -2.47890
C 1.58165 -0.39523 -0.16840
O 2.18036 -1.43284 0.59473
O 1.48758 0.82095 0.53953
H 2.63463 -0.95960 1.31025
H 2.14783 -0.26402 -1.09967



Tell me which of them is the most stable. Sure, it is A.



--- A ---
16
Properties=species:S:1:pos:R:3 method="wB97M-V/def2-TZVPD" lumo_energy_ha=-0.173 e_homo_ev=-12.66 total_charge=+1
C -0.88808 -0.43437 0.62743
C 0.06608 -2.94782 0.27016
C -0.30456 2.61509 -0.95850
C 0.49417 3.29255 0.07236
N -1.21077 0.69326 0.19408
N -0.88680 1.54870 -0.68259
N 0.73458 -3.97195 -0.15736
S 0.50058 -1.39010 -0.10629
H -1.67854 -0.98048 1.06721
H -0.69508 -3.30750 1.00941
H -0.62024 3.05018 -1.92856
H 0.46583 2.87058 1.08775
H 0.30557 4.26563 0.26911
H 1.65588 3.27442 -0.20677
H 1.30570 -3.77248 -0.96501
H 0.75568 -4.80571 0.40756



--- B ---
16
Properties=species:S:1:pos:R:3 method="wB97M-V/def2-TZVPD" lumo_energy_ha=-0.124 smiles=CCc1[nH+]cnn1S e_homo_ev=-13.87 total_charge=+1
C -2.13710 -0.82318 -0.79742
C -0.32043 0.17222 -0.11779
C 2.15518 -0.67618 0.08955
C 1.37686 0.57572 0.24331
N -2.49230 0.33227 -0.37066
N -1.40797 0.97376 0.07062
N -0.78707 -0.94760 -0.60311
S -1.32911 2.40149 0.97417
H -2.79226 -1.67645 -0.94656
H 2.48970 -0.92785 -0.91181
H 1.79951 -1.56478 0.61954
H 3.21183 -0.69490 0.58330
H 1.76611 1.29382 -0.52052
H 1.31470 1.12402 1.13181
H -0.32074 -1.91784 -0.83603
H -2.52690 2.35548 1.39160



Tell me which of them is the most stable. Sure, it is B.



--- A ---
42
Properties=species:S:1:pos:R:3 method="wB97M-V/def2-TZVPD" lumo_energy_ha=-0.012 e_homo_ev=-10.08
O 3.02600 3.55200 -17.32100
H 2.10400 3.24800 -17.44800
H 3.05800 4.37200 -17.73400
O 3.77000 4.97900 -19.88200
H 3.95100 4.05100 -20.09300
H 4.40800 5.53300 -20.38400
O 1.82500 2.57300 -14.34300
H 1.84300 3.31300 -14.93700
H 2.58400 2.01400 -14.64600
O 3.93200 6.65000 -16.47500
H 3.87100 7.21600 -15.71600
H 4.06000 7.24100 -17.20600
O 0.75300 4.16900 -19.75400
H 0.45300 3.91800 -20.60000
H 1.67900 4.47000 -19.79700
O -1.07500 3.63800 -15.47700
H -1.00600 2.97900 -14.75800
H -0.50100 3.33200 -16.17100
O 0.84300 2.03800 -16.93200
H -0.02900 1.63000 -17.16600
H 0.86500 2.07000 -15.97500
O 4.59700 2.84800 -15.24300
H 5.27900 3.50200 -15.25500
H 4.04100 3.14400 -15.94900
O 6.13900 5.12600 -15.94500
H 5.31400 5.55800 -16.25800
H 6.54900 5.79100 -15.40200
O 6.00500 3.34300 -18.15400
H 6.42500 3.92100 -18.79600
H 5.05200 3.56500 -18.08600
O 1.41200 -0.02000 -18.68100
H 2.15000 -0.58800 -18.48700
H 1.67800 0.86700 -18.26400
O 3.99400 2.28800 -20.16100
H 3.96100 1.94500 -19.21900
H 4.09400 1.42000 -20.60100
O 1.27900 5.12100 -15.66500
H 2.12400 5.56500 -15.83600
H 0.72400 5.39600 -16.36100
O 5.93500 6.54100 -18.76000
H 5.07200 6.16200 -18.99800
H 6.08800 7.22500 -19.34200



--- B ---
42
Properties=species:S:1:pos:R:3 method="wB97M-V/def2-TZVPD" lumo_energy_ha=-0.002 e_homo_ev=-11.27
O 4.98005 1.00620 -14.06486
H 4.06756 0.75204 -14.20268
H 5.09625 0.97784 -13.11516
O 3.02251 3.54332 -7.18578
H 3.96189 3.40820 -7.31041
H 2.66891 3.60362 -8.07323
O 9.79647 0.84352 -14.06436
H 10.29139 1.45980 -14.60426
H 8.95753 0.74929 -14.51549
O 8.04041 -0.12499 -5.23747
H 8.77883 -0.17162 -5.84476
H 8.15456 0.71051 -4.78456
O 6.90424 9.11528 -8.61484
H 6.79866 9.62939 -9.41533
H 6.18902 9.40412 -8.04804
O 10.76968 -0.32392 -9.36630
H 10.56902 -0.30867 -10.30211
H 11.13868 0.54067 -9.18586
O 8.15123 4.73372 -4.21254
H 7.36586 5.25520 -4.37830
H 8.53223 5.11799 -3.42298
O 5.97224 5.31695 -14.56745
H 5.82979 4.37781 -14.68561
H 5.86717 5.68774 -15.44363
O 5.49791 -1.72217 -9.49962
H 5.70970 -2.64493 -9.35859
H 5.67404 -1.30399 -8.65680
O 13.23637 3.60800 -7.96615
H 13.86988 3.61218 -7.24859
H 13.03123 4.53174 -8.11054
O 2.04576 5.43737 -11.40744
H 1.78493 6.09516 -12.05204
H 2.96489 5.25822 -11.60582
O 7.54552 3.43672 -9.81411
H 7.76000 4.35699 -9.66135
H 8.39126 2.98853 -9.80532
O 11.41721 7.89724 -9.50564
H 11.80560 8.63940 -9.96887
H 10.53275 8.18874 -9.28430
O 10.63379 6.72329 -14.49071
H 11.09454 7.07920 -13.73093
H 9.73756 6.58448 -14.18455



Tell me which of them is the most stable. Sure, it is A.